This record from the Open Molecules 2025 dataset describes C46H63GeN4OSSeTaTe as an isolated structure. The level of theory is the ωB97M-V functional and the def2-TZVPD basis.

The net charge is +4. The total energy comes out at -198239.369 eV. As for the HOMO-LUMO gap: 5.26 eV. Its HOMO energy is -0.6471 Ha. As for the relative energy (zero: lowest compared OMol25 entry of this formula, charge and spin): 0.0 kcal/mol.

Atoms and positions in Å:
Ta  -0.568  -0.507  -0.736
C  -4.251  -3.476  -0.754
C  -3.411  -2.874  0.336
C  -2.025  -3.120  0.344
C  -1.519  -4.253  -0.510
C  -1.215  -2.583  1.376
C  -0.083  -3.452  1.878
C  -1.763  -1.580  2.230
C  -0.922  -0.972  3.319
C  -3.163  -1.445  2.285
C  -3.804  -0.630  3.377
C  -3.986  -2.187  1.417
C  -5.466  -2.219  1.674
H  -3.881  -3.161  -1.735
H  -5.295  -3.189  -0.692
H  -4.206  -4.568  -0.746
H  -1.872  -5.204  -0.100
H  -0.433  -4.307  -0.533
H  -1.896  -4.195  -1.530
H  0.835  -3.430  1.306
H  -0.430  -4.487  1.856
H  0.165  -3.223  2.911
H  -1.157  -1.420  4.289
H  -1.100  0.099  3.425
H  0.137  -1.129  3.141
H  -3.158  0.159  3.752
H  -4.040  -1.269  4.233
H  -4.746  -0.185  3.055
H  -5.652  -2.348  2.739
H  -5.958  -3.040  1.163
H  -5.963  -1.291  1.374
C  5.253  -0.551  3.656
C  3.817  -1.101  3.709
C  3.708  -2.156  4.821
C  2.882  0.063  4.033
C  3.494  -1.760  2.370
C  4.366  -2.770  1.900
C  4.188  -3.399  0.694
C  3.093  -3.009  -0.078
S  2.604  -3.663  -1.599
C  1.261  -2.654  -1.606
N  1.140  -1.826  -0.555
C  2.206  -2.023  0.352
C  2.404  -1.409  1.590
C  0.213  -2.621  -2.633
C  0.142  -3.422  -3.753
C  -0.970  -3.309  -4.590
C  -1.995  -2.408  -4.317
C  -1.921  -1.587  -3.201
C  -0.811  -1.694  -2.342
H  5.478  -0.024  4.584
H  5.381  0.155  2.830
H  5.997  -1.338  3.545
H  3.917  -1.696  5.787
H  4.421  -2.969  4.686
H  2.705  -2.588  4.862
H  3.168  0.498  4.991
H  1.839  -0.246  4.128
H  2.955  0.864  3.290
H  5.208  -3.061  2.512
H  4.865  -4.174  0.362
H  1.705  -0.661  1.937
H  0.913  -4.149  -3.979
H  -1.039  -3.943  -5.465
H  -2.849  -2.347  -4.978
H  -2.722  -0.880  -3.016
C  0.273  4.192  -5.378
N  0.168  3.089  -4.417
C  -0.668  3.104  -3.234
C  -0.354  1.741  -2.688
O  -0.866  1.298  -1.553
N  0.514  1.095  -3.390
C  0.828  1.943  -4.451
N  1.710  1.589  -5.357
H  -0.631  4.791  -5.317
H  0.340  3.793  -6.389
H  1.137  4.817  -5.156
H  -1.722  3.236  -3.483
H  -0.377  3.888  -2.527
H  2.128  0.674  -5.311
H  1.981  2.198  -6.115
C  -3.036  2.092  0.986
Te  -3.352  0.335  -0.211
C  -3.932  1.849  -1.624
C  -4.731  2.738  -0.701
C  -5.871  3.411  -1.115
C  -6.535  4.243  -0.220
C  -6.073  4.383  1.081
C  -4.944  3.692  1.507
C  -4.272  2.875  0.613
H  -2.117  2.556  0.623
H  -2.951  1.839  2.038
H  -4.517  1.410  -2.429
H  -3.035  2.324  -2.009
H  -6.247  3.291  -2.123
H  -7.423  4.772  -0.538
H  -6.605  5.018  1.776
H  -4.602  3.790  2.530
C  6.329  2.193  0.157
Ge  4.587  2.578  -0.589
C  4.466  2.426  -2.531
C  3.777  4.227  0.052
C  3.456  1.013  0.046
Se  1.598  1.315  -0.381
C  1.017  2.190  1.262
H  7.060  2.919  -0.199
H  6.669  1.201  -0.139
H  6.301  2.255  1.245
H  4.838  3.327  -3.018
H  3.425  2.283  -2.836
H  5.058  1.584  -2.890
H  4.326  5.076  -0.359
H  3.831  4.307  1.138
H  2.739  4.332  -0.272
H  3.553  0.814  1.109
H  3.784  0.137  -0.515
H  1.741  2.980  1.450
H  1.001  1.491  2.094
H  0.038  2.629  1.090

=====

This record from the Open Molecules 2025 dataset describes C25H50Cl2NdP2 as an isolated structure. The level of theory is the ωB97M-V functional and the def2-TZVPD basis.

The net charge is -1. As for the multiplicity: 4. The total energy comes out at -85633.105 eV. As for the HOMO-LUMO gap (alpha / beta): 5.28 / 5.27 eV. Its HOMO energy (alpha / beta) is -0.1092 / -0.1087 Ha.

Atoms and positions in Å:
Nd  0.198  -0.817  0.388
Cl  0.433  0.131  -2.039
P  -0.533  -3.354  -0.339
C  0.602  -3.870  -1.670
C  -0.241  -4.210  1.282
C  -2.255  -3.267  -0.941
C  1.933  -3.095  -1.712
H  0.037  -3.622  -2.589
C  0.781  -5.379  -1.535
H  1.337  -5.635  -0.623
H  1.353  -5.725  -2.402
H  -0.179  -5.910  -1.526
H  1.800  -2.049  -2.028
H  2.563  -3.584  -2.464
H  2.482  -3.095  -0.757
H  -2.151  -2.702  -1.891
C  -3.230  -2.494  -0.032
C  -2.636  -4.716  -1.215
H  -2.073  -5.112  -2.068
H  -3.700  -4.753  -1.465
H  -2.459  -5.358  -0.339
H  -2.810  -1.590  0.442
H  -3.648  -3.142  0.749
H  -4.054  -2.145  -0.666
C  1.222  -4.087  1.748
H  -0.474  -5.247  0.987
C  -1.208  -3.736  2.382
H  1.952  -4.491  1.037
H  1.312  -4.653  2.682
H  1.520  -3.045  1.980
H  -1.046  -2.683  2.684
H  -1.016  -4.352  3.270
H  -2.264  -3.858  2.106
H  2.025  -0.784  1.084
H  -1.359  0.363  0.165
P  0.420  3.565  -0.273
C  -0.813  3.977  -1.500
C  0.299  4.261  1.390
C  2.081  3.304  -1.030
C  -2.112  3.147  -1.445
H  -0.356  3.774  -2.491
C  -1.059  5.485  -1.324
H  -1.529  5.683  -0.347
H  -1.715  5.862  -2.121
H  -0.111  6.039  -1.368
H  -1.916  2.100  -1.697
H  -2.839  3.547  -2.169
H  -2.577  3.162  -0.451
H  1.836  2.748  -1.957
C  3.078  2.436  -0.244
C  2.539  4.737  -1.317
H  1.916  5.195  -2.099
H  3.580  4.729  -1.660
H  2.471  5.359  -0.407
H  2.585  1.657  0.362
H  3.741  3.042  0.391
H  3.711  1.908  -0.973
C  -1.059  3.915  2.041
H  0.355  5.361  1.211
C  1.451  3.851  2.331
H  -1.906  4.351  1.494
H  -1.096  4.314  3.067
H  -1.209  2.824  2.100
H  1.405  2.778  2.586
H  1.371  4.425  3.268
H  2.435  4.065  1.896
Cl  -2.307  0.824  4.877
C  -0.851  -0.013  5.131
C  -0.550  -0.472  6.415
C  0.657  -1.143  6.651
C  1.547  -1.357  5.600
C  1.259  -0.907  4.330
C  0.055  -0.198  4.039
C  -0.204  0.334  2.744
H  -1.253  -0.302  7.213
H  0.887  -1.496  7.663
H  2.493  -1.889  5.792
H  1.972  -1.068  3.490
H  -1.221  0.564  2.438
H  0.604  0.914  2.257

=====

This record from the Open Molecules 2025 dataset describes an isolated molecule of C5H10O2. The level of theory is the ωB97M-V functional and the def2-TZVPD basis.

The total energy comes out at -9440.831 eV. As for the HOMO-LUMO gap: 10.57 eV. Its HOMO energy is -0.3529 Ha. As for the relative energy (zero: lowest compared OMol25 entry of this formula, charge and spin): 51.0 kcal/mol. Its SMILES is CC1(C)OCCO1.

Atoms and positions in Å:
C  1.380  1.158  -0.487
C  0.458  -0.071  -0.076
C  1.331  -1.209  0.493
O  -0.408  -0.488  -1.028
C  -1.747  -0.456  -0.530
C  -1.663  0.539  0.619
O  -0.302  0.404  1.045
H  0.879  2.188  -0.643
H  2.148  1.312  0.284
H  2.076  0.934  -1.392
H  2.226  -1.390  -0.237
H  0.696  -2.063  0.601
H  1.788  -1.012  1.476
H  -2.118  -1.512  -0.274
H  -2.479  -0.024  -1.263
H  -2.387  0.200  1.336
H  -1.879  1.489  0.077

=====

This record from the Open Molecules 2025 dataset describes C16H34BaOP2 as an isolated structure. The level of theory is the ωB97M-V functional and the def2-TZVPD basis.

The total energy comes out at -38449.689 eV. As for the HOMO-LUMO gap (alpha / beta): 2.77 / 2.77 eV. Its HOMO energy (alpha / beta) is -0.1372 / -0.1377 Ha. As for the relative energy (zero: lowest compared OMol25 entry of this formula, charge and spin): 172.5 kcal/mol.

Atoms and positions in Å:
P  0.463  -4.478  -2.774
P  -2.831  -3.279  -1.570
C  -1.180  -5.222  -2.914
C  -2.377  -4.258  -3.090
H  -1.291  -5.918  -2.067
H  -1.082  -5.884  -3.798
H  -2.162  -3.583  -3.939
H  -3.259  -4.867  -3.353
C  -3.901  -4.632  -0.835
H  -4.518  -4.236  -0.020
H  -3.370  -5.496  -0.414
H  -4.591  -5.039  -1.590
C  -4.175  -2.106  -2.015
H  -5.064  -2.502  -1.465
H  -4.444  -2.076  -3.113
H  -3.996  -1.096  -1.570
C  1.389  -6.057  -2.463
H  2.459  -5.891  -2.241
H  1.296  -6.724  -3.329
H  0.945  -6.527  -1.572
C  1.014  -4.070  -4.466
H  0.179  -3.623  -5.048
H  1.316  -5.023  -4.950
H  1.879  -3.377  -4.479
Ba  -2.233  -0.571  -3.299
C  -1.335  -3.864  0.381
C  -0.806  -5.138  0.351
C  0.376  -5.491  1.183
C  1.680  -4.633  1.013
C  2.113  -4.457  -0.347
C  1.461  -3.646  -1.345
C  0.330  -2.609  -1.003
C  -0.432  -2.639  0.301
C  1.297  -0.358  -1.689
H  -2.288  -3.721  0.947
H  -1.360  -6.001  -0.072
H  0.647  -6.544  0.987
H  0.079  -5.451  2.245
H  1.636  -3.695  1.591
H  2.487  -5.227  1.468
H  3.071  -4.901  -0.680
H  2.171  -3.092  -2.005
H  -0.422  -2.433  -1.824
H  0.862  -1.432  -1.232
H  0.124  -2.489  1.241
H  -1.063  -1.736  0.284
H  0.882  -0.047  -2.680
H  2.388  -0.424  -1.782
H  1.050  0.425  -0.949
C  -1.811  1.836  -0.824
O  -1.696  0.588  -1.501
H  -2.295  2.598  -1.457
H  -0.834  2.205  -0.470
H  -2.470  1.773  0.039

=====

This record from the Open Molecules 2025 dataset describes C25H50FN3NbO2P as an isolated structure. The level of theory is the ωB97M-V functional and the def2-TZVPD basis.

The total energy comes out at -48849.408 eV. As for the HOMO-LUMO gap: 4.64 eV. Its HOMO energy is -0.2123 Ha. As for the relative energy (zero: lowest compared OMol25 entry of this formula, charge and spin): 0.0 kcal/mol.

Atoms and positions in Å:
C  4.438  -0.982  4.793
C  3.661  -2.129  4.167
C  4.443  -2.795  3.040
O  3.584  -3.140  1.952
Nb  3.568  -2.370  0.173
C  3.543  -1.288  -1.832
C  3.733  0.215  -1.820
C  3.686  0.867  -3.189
F  4.976  0.537  -1.264
C  1.314  -2.189  0.029
C  0.942  -0.825  0.552
C  -0.191  -0.632  1.471
O  1.165  -0.548  1.926
P  6.166  -2.594  -0.241
N  7.080  -1.460  0.424
C  3.551  -4.435  -0.814
C  2.508  -5.279  -0.467
C  2.414  -6.556  -0.970
C  3.396  -6.979  -1.830
N  4.411  -6.214  -2.212
C  4.466  -4.987  -1.707
H  3.886  -0.503  5.596
H  5.387  -1.343  5.188
H  4.683  -0.242  4.034
H  3.449  -2.868  4.939
H  2.715  -1.776  3.761
H  4.904  -3.719  3.392
H  5.249  -2.141  2.711
H  3.924  -0.746  0.961
H  4.330  -1.688  -2.477
H  2.579  -1.457  -2.322
H  2.975  0.687  -1.188
H  2.656  0.934  -3.535
H  4.265  0.290  -3.906
H  4.094  1.875  -3.136
H  0.798  -2.938  0.631
H  0.971  -2.242  -1.004
H  1.119  -0.009  -0.146
H  -0.642  0.352  1.552
H  -0.715  -1.514  1.815
H  6.523  -3.891  0.209
H  6.480  -2.760  -1.612
H  6.487  -0.754  0.842
H  1.746  -4.944  0.225
H  1.605  -7.215  -0.701
H  3.370  -7.981  -2.236
H  5.304  -4.398  -2.050
C  -1.946  2.129  -2.272
C  -1.890  1.951  -0.757
C  -3.180  1.425  -0.116
C  -4.527  2.016  -0.523
N  -4.915  3.427  -0.106
C  -5.515  3.465  1.275
C  -4.328  3.473  2.224
C  -3.235  4.257  1.466
C  -3.743  4.370  0.023
C  -5.883  3.995  -1.115
C  -7.243  3.326  -1.249
C  -7.327  1.982  -1.975
H  -2.766  2.778  -2.597
H  -1.023  2.578  -2.634
H  -2.066  1.170  -2.778
H  -1.554  2.876  -0.287
H  -1.114  1.223  -0.520
H  -3.074  1.388  0.968
H  -3.274  0.378  -0.418
H  -5.312  1.388  -0.108
H  -4.620  1.981  -1.605
H  -6.078  4.396  1.334
H  -6.190  2.625  1.407
H  -4.003  2.457  2.432
H  -4.588  3.921  3.179
H  -2.272  3.757  1.534
H  -3.103  5.255  1.876
H  -3.021  4.159  -0.757
H  -4.143  5.366  -0.154
H  -5.356  4.010  -2.069
H  -6.038  5.026  -0.800
H  -7.832  4.047  -1.820
H  -7.728  3.264  -0.272
H  -6.727  1.982  -2.887
H  -8.360  1.797  -2.264
H  -7.020  1.138  -1.360

=====

This record from the Open Molecules 2025 dataset describes C42H45CrN8O3 as an isolated structure. The level of theory is the ωB97M-V functional and the def2-TZVPD basis.

The net charge is -1. The total energy comes out at -90768.451 eV. As for the HOMO-LUMO gap (alpha / beta): 3.81 / 3.76 eV. Its HOMO energy (alpha / beta) is -0.0502 / -0.0483 Ha.

Atoms and positions in Å:
Cr  0.689  -0.492  -0.500
C  3.166  -0.609  -2.096
N  2.886  -0.874  -0.662
C  3.541  -2.101  -0.212
C  3.220  -3.378  -0.954
C  3.972  -4.520  -0.665
C  3.724  -5.679  -1.367
C  2.755  -5.667  -2.358
C  2.062  -4.489  -2.576
N  2.282  -3.375  -1.884
C  3.397  0.230  0.198
C  2.705  1.500  -0.186
C  3.312  2.731  -0.143
C  2.671  3.863  -0.657
C  1.452  3.643  -1.305
C  0.887  2.390  -1.329
N  1.428  1.293  -0.688
C  2.001  -0.911  -3.008
C  2.195  -1.251  -4.324
C  1.097  -1.462  -5.168
C  -0.162  -1.284  -4.623
C  -0.293  -0.935  -3.289
N  0.767  -0.764  -2.450
H  3.389  0.450  -2.198
H  4.050  -1.164  -2.429
H  4.634  -1.974  -0.275
H  3.298  -2.229  0.845
H  4.736  -4.487  0.104
H  4.285  -6.581  -1.152
H  2.534  -6.551  -2.942
H  1.282  -4.425  -3.329
H  3.190  -0.057  1.232
H  4.487  0.349  0.098
H  4.311  2.806  0.275
H  3.127  4.843  -0.613
H  0.947  4.456  -1.815
H  -0.020  2.198  -1.885
H  3.209  -1.371  -4.692
H  1.230  -1.744  -6.205
H  -1.054  -1.421  -5.222
H  -1.266  -0.801  -2.835
C  -4.129  5.326  0.749
C  -4.824  4.456  -0.293
N  -4.073  3.251  -0.621
C  -3.492  3.195  -1.956
C  -2.361  4.196  -2.151
C  -4.187  2.200  0.261
O  -4.960  2.301  1.213
C  -3.404  0.956  0.067
C  -3.995  -0.259  0.457
C  -3.263  -1.410  0.432
C  -1.895  -1.396  0.031
N  -1.319  -0.202  -0.356
C  -2.069  0.906  -0.317
H  -4.759  6.177  1.021
H  -3.173  5.704  0.379
H  -3.943  4.735  1.646
H  -4.970  5.011  -1.222
H  -5.803  4.162  0.086
H  -4.283  3.402  -2.685
H  -3.144  2.185  -2.145
H  -2.717  5.220  -2.015
H  -1.946  4.112  -3.160
H  -1.560  4.020  -1.431
H  -5.037  -0.262  0.756
H  -3.714  -2.364  0.673
H  -0.197  -2.459  -0.724
H  -1.536  1.827  -0.521
C  -1.040  -2.506  -0.019
C  -1.096  -3.680  0.817
C  -1.832  -3.740  2.024
C  -1.807  -4.859  2.841
C  -1.032  -5.970  2.519
C  -0.270  -5.922  1.356
C  -0.303  -4.812  0.528
H  -2.398  -2.871  2.336
H  -2.385  -4.854  3.759
H  -1.013  -6.841  3.163
H  0.356  -6.767  1.087
H  0.303  -4.803  -0.368
O  -0.846  5.365  2.868
C  -0.389  4.566  3.944
N  0.059  3.341  3.328
C  0.496  2.342  4.139
O  0.706  2.542  5.323
C  0.718  0.998  3.505
C  1.071  -0.063  4.313
C  1.227  -1.311  3.716
C  1.067  -1.443  2.356
N  0.775  -0.404  1.542
C  0.573  0.788  2.147
H  -1.211  6.177  3.228
H  -1.189  4.373  4.665
H  0.444  5.026  4.476
H  -0.432  3.097  2.480
H  1.185  0.098  5.377
H  1.456  -2.192  4.303
H  1.142  -2.412  1.881
H  0.297  1.590  1.473

=====

> Number 5 is which compound?

C25H50FN3NbO2P